Entry 1:
Entry from the Open Molecules 2025 dataset: a 2-piece molecular cluster, C2H4NP overall in a non-equilibrium geometry (ωB97M-V with the def2-TZVPD basis set).

Output
HOMO in eV: -8.356
Relative energy (zero: lowest compared OMol25 entry of this formula, charge and spin) in kJ/mol: 411.07
F_max in eV/Å: 7.64
Energy in eV: -12912.2687
Orbital gap in eV: 8.81
Net charge: 0

Positions of all 8 atoms, in Å:
C: 1.0626 0.6859 0.2240
C: -0.7324 -0.7207 0.0860
N: 2.0190 0.0407 -0.1868
P: -1.9886 0.3284 -0.0977
H: 0.5579 1.5323 0.3703
H: -0.6461 -1.8288 0.0918
H: 2.8630 0.5876 -0.4718
H: -3.1353 -0.6254 -0.0158

Results of the natural (NBO) charge analysis, in e, for atoms 1 through 4: atom 1 (C): 0.27, atom 2 (C): -0.71, atom 3 (N): -0.59, atom 4 (P): 0.34

Entry 2:
Entry from the Open Molecules 2025 dataset: one molecule with the formula C2H4NP in a non-equilibrium geometry (ωB97M-V with the def2-TZVPD basis set).

Output
HOMO in eV: -9.578
Relative energy (zero: lowest compared OMol25 entry of this formula, charge and spin) in kJ/mol: 215.46
F_max in eV/Å: 6.37
Energy in eV: -12914.2960
Orbital gap in eV: 8.39
SMILES: CPC#N
Net charge: 0

Positions of all 8 atoms, in Å:
C: 1.8744 -1.4662 0.5826
C: -0.9542 1.1424 -0.2565
N: 2.6705 -1.9050 1.2492
P: 0.4787 -0.4746 -0.5590
H: -1.6065 0.6389 0.3627
H: -0.3197 2.0273 0.0463
H: -1.4538 1.3675 -1.1601
H: -0.6894 -1.3303 -0.2653

Results of the natural (NBO) charge analysis, in e, for atoms 1 through 4: atom 1 (C): 0.02, atom 2 (C): -0.71, atom 3 (N): -0.35, atom 4 (P): 0.39

Entry 3:
Entry from the Open Molecules 2025 dataset: one molecule with the formula C2H4NP in a non-equilibrium geometry (ωB97M-V with the def2-TZVPD basis set).

Output
HOMO in eV: -7.974
Relative energy (zero: lowest compared OMol25 entry of this formula, charge and spin) in kJ/mol: 385.62
F_max in eV/Å: 4.35
Energy in eV: -12912.5324
Orbital gap in eV: 9.00
SMILES: PN1C=C1
Net charge: 0

Positions of all 8 atoms, in Å:
C: -1.2682 0.6668 -0.1310
C: -1.1518 -0.5976 -0.3651
N: -0.1599 -0.1022 0.6139
P: 1.5387 -0.0539 -0.2009
H: -1.3879 1.6593 -0.4987
H: -1.3490 -1.5359 -0.6684
H: 1.8732 -0.9534 0.6601
H: 1.9048 0.9169 0.5901

Results of the natural (NBO) charge analysis, in e, for atoms 1 through 4: atom 1 (C): -0.07, atom 2 (C): -0.04, atom 3 (N): -0.64, atom 4 (P): 0.42